## 1
15
Properties=species:S:1:pos:R:3:mulliken_charge:R:1 method="wB97M-V/def2-TZVPD" gap_ev=7.676 homo_ev=-7.957
C 2.13628 1.98262 -0.12680 -1.2393
C 1.35768 0.86589 0.09560 0.4896
C 0.08824 0.87171 -0.10032 -0.3920
C 2.06670 -0.43805 0.14660 -0.3424
C -1.71644 -0.73993 -0.20459 0.0486
H 2.95089 1.87828 -0.89044 0.3022
H 2.53673 2.22748 0.99148 0.2532
H 1.54812 2.99085 -0.26337 0.2978
H -0.63662 1.78587 -0.47037 0.1907
H 2.77679 -0.74620 -0.65909 0.2995
H 2.82621 -0.58396 1.06773 0.2971
H -2.27378 -1.79887 -0.82994 0.2311
N -0.47117 -0.45448 -0.19094 0.0458
S 0.86549 -1.74197 0.05482 -0.0678
S -2.74205 0.62787 0.16566 -0.4140

***

## 2
15
Properties=species:S:1:pos:R:3:mulliken_charge:R:1 method="wB97M-V/def2-TZVPD" gap_ev=8.614 homo_ev=-8.115
S 0.66802 0.00547 3.04525 -0.3826
C 0.78407 0.04890 1.44289 0.0451
N 1.91509 -0.17411 0.78195 -0.1915
S 2.03248 0.18900 -0.89616 -0.0925
C 0.29136 0.70828 -0.87672 -0.2602
C -0.73382 -0.27542 -1.43615 -0.5158
C -1.27973 -0.63482 -0.05186 -0.7714
C -0.32392 0.48256 0.51881 -0.0547
H 2.63562 -0.58172 1.37346 0.2677
H 0.22331 1.74664 -1.19127 0.3757
H -1.51587 0.33445 -2.02462 0.1974
H -0.42300 -1.12135 -2.00349 0.3499
H -2.31698 -0.40096 0.15580 0.2959
H -1.04893 -1.63354 0.20004 0.2943
H -0.90769 1.30662 0.96206 0.4429

***

Stability ranking, top and bottom: 2 is the most stable and 1 is the least stable.

***

## 1
15
Properties=species:S:1:pos:R:3:mulliken_charge:R:1 method="wB97M-V/def2-TZVPD" gap_ev=9.147 homo_ev=-8.672
C -2.10769 -0.65095 1.67088 0.2491
C -1.76202 -0.74954 0.56113 -0.5254
C -1.18251 -0.95175 -0.72953 -0.8091
S 0.57359 -0.96963 -0.97358 -0.2228
C 1.01788 0.51354 -0.00981 0.7254
C 0.24783 1.78641 -0.38493 -1.1703
N 2.23854 0.51471 0.47045 -0.4393
S 3.31693 -0.84336 0.54529 -0.1529
H -2.46984 -0.81586 2.61897 0.4830
H -1.31371 -0.11994 -1.36623 0.3076
H -1.54977 -1.85723 -1.18903 0.3796
H -0.54671 1.84556 0.42270 0.2959
H -0.13763 1.74741 -1.41423 0.3016
H 0.76193 2.53975 -0.00192 0.4524
H 2.91320 -1.98913 -0.22016 0.1252

***

## 2
15
Properties=species:S:1:pos:R:3:mulliken_charge:R:1 method="wB97M-V/def2-TZVPD" gap_ev=8.623 homo_ev=-8.449
S 1.37292 2.04010 -1.83375 -0.3191
C 0.62445 0.86668 -0.99231 0.1154
N 0.18091 -0.30267 -1.51471 -0.0688
C -0.53587 -1.25437 -0.78218 -0.3807
C -1.01686 -0.95215 0.44470 -0.3439
C -0.84208 0.40698 0.97845 -0.5242
C 0.51368 1.00611 0.51822 -0.3618
S 1.96974 0.16585 1.30335 -0.1512
H 0.20457 -0.39212 -2.52905 0.2839
H -0.55057 -2.28632 -1.18100 0.3358
H -1.62000 -1.68841 1.01173 0.3098
H -1.62250 1.07951 0.70699 0.2930
H -0.87837 0.32275 2.10261 0.2869
H 0.60205 2.07493 0.81473 0.3791
H 1.59792 -1.08688 0.95221 0.1457

***

Stability ranking, top and bottom: 2 is the most stable and 1 is the least stable.

***

## 1
21
Properties=species:S:1:pos:R:3:mulliken_charge:R:1 method="wB97M-V/def2-TZVPD" gap_ev=10.954 homo_ev=-10.583
C 1.62859 -0.38438 -0.63591 -1.3263
C 1.00218 0.67384 0.26003 0.6835
C 0.91526 0.20346 1.74455 -1.4174
O -0.34950 0.84754 -0.12473 -0.5911
H 1.75864 -1.40692 -0.28347 0.3541
H 2.64816 -0.05675 -0.91957 0.3156
H 1.00992 -0.58665 -1.50902 0.2793
H 1.57423 1.60895 0.21032 0.3416
H 1.87568 0.45126 2.17915 0.4214
H 0.82810 -0.87504 1.88361 0.3510
H 0.08004 0.67873 2.30807 0.3027
H -0.51607 1.43647 -0.87483 0.2644
O -2.21921 -2.42601 2.31419 -0.6444
H -2.46895 -1.68213 2.88114 0.2982
H -2.18387 -2.01121 1.43485 0.3806
O 0.53224 1.98853 -3.44880 -0.6208
H 0.69968 1.08662 -3.16683 0.2977
H 0.13595 1.83692 -4.32072 0.3251
O -2.55483 -0.45608 0.27834 -0.7522
H -2.72398 -0.91747 -0.53939 0.2778
H -1.67226 -0.00971 0.32900 0.4591

***

## 2
21
Properties=species:S:1:pos:R:3:mulliken_charge:R:1 method="wB97M-V/def2-TZVPD" gap_ev=11.036 homo_ev=-10.360
C 0.85497 -2.28387 -0.37164 -1.2046
C 0.06244 -1.24914 -1.15327 0.4855
C -1.38325 -1.20310 -0.77434 -1.2172
O 0.71492 0.03768 -1.07810 -0.5563
H 1.90564 -2.17283 -0.62138 0.3132
H 0.74238 -2.13501 0.70519 0.2325
H 0.46579 -3.27522 -0.60842 0.4004
H 0.07245 -1.49513 -2.21960 0.2755
H -1.81533 -2.19913 -0.87736 0.4004
H -1.53102 -0.88575 0.26600 0.2495
H -1.94290 -0.50521 -1.40280 0.3221
H 0.62694 0.26002 -0.14664 0.3349
O -0.01784 -0.72947 2.67949 -0.6193
H 0.02890 0.22762 2.57426 0.3391
H -0.68144 -0.93498 3.33160 0.3084
O -0.31375 2.73620 -1.28270 -0.6882
H -0.41496 3.43954 -1.93712 0.2957
H -0.33444 1.86489 -1.71382 0.3240
O 0.20944 1.91502 1.46867 -0.6217
H 0.15872 2.14507 0.52850 0.2939
H 0.96622 2.45842 1.70940 0.3323

***

## 3
21
Properties=species:S:1:pos:R:3:mulliken_charge:R:1 method="wB97M-V/def2-TZVPD" gap_ev=9.946 homo_ev=-9.497
C -1.21394 3.90069 1.93754 -0.7799
C -1.49593 2.82427 2.75108 0.0862
C -2.80390 2.07042 2.66693 -0.9279
H -0.45283 4.61328 1.82130 0.3009
H -1.93631 4.15768 1.22807 0.2192
H -0.80793 2.34063 3.43436 0.2897
H -2.99804 1.59925 3.64061 0.2943
H -3.53141 2.79894 2.47522 0.3190
H -2.81507 1.06890 1.94983 0.1994
O 3.84853 -0.69926 -0.51730 -0.6025
H 3.28000 -0.19018 0.07008 0.3083
H 3.54636 -0.34995 -1.29357 0.2797
O 1.41350 -2.51456 -3.61237 -0.6193
H 2.07514 -2.28421 -2.86430 0.3633
H 1.38867 -1.76262 -4.14370 0.2793
O 1.48904 -1.44755 -0.87195 -0.6206
H 0.92012 -0.70399 -1.07618 0.3228
H 0.98777 -2.29885 -1.11629 0.3035
O -0.26172 -4.14899 -1.90508 -0.6050
H -0.76301 -4.86090 -1.77202 0.2663
H 0.13098 -4.11301 -2.80226 0.3231

***

Stability ranking, top and bottom: 2 is the most stable and 3 is the least stable.